Below is a 10-piece molecular cluster, C31H83NO10 overall at a distorted geometry, with properties calculated with the ωB97M-V functional and the def2-TZVPD basis.

Each line ends with the Mulliken charge.
Cartesian coordinates (Å):
C  0.615361  -3.975156  0.616673  -1.643
C  0.828664  -5.100837  -0.432086  1.392
C  1.936911  -5.983987  0.054798  -0.922
O  2.356947  -6.848384  -0.996356  -0.311
C  3.324037  -7.804247  -0.441315  -0.733
N  -0.303943  -5.903698  -0.861638  -0.680
H  1.555048  -3.455709  0.627941  0.306
H  0.432174  -4.453619  1.566205  0.575
H  -0.122906  -3.253022  0.376233  0.099
H  1.287729  -4.636952  -1.323026  -0.480
H  1.615987  -6.653979  0.879681  0.434
H  2.741895  -5.349331  0.474131  0.376
H  4.271755  -7.361127  -0.097500  0.301
H  3.586041  -8.529586  -1.236333  0.253
H  2.903631  -8.376582  0.416562  0.300
H  -0.556681  -6.497043  -0.082401  0.303
H  -0.117679  -6.454888  -1.670196  0.278
C  0.512448  -1.442425  5.355644  -0.808
C  0.582596  -2.948636  5.060214  0.267
C  -0.788487  -3.636322  5.074112  -0.887
O  1.059988  -3.141750  3.724580  -0.587
H  -0.247005  -1.066824  4.638368  -0.070
H  1.488011  -0.966767  5.210708  0.283
H  0.145011  -1.303157  6.372775  0.449
H  1.273263  -3.501899  5.705536  0.307
H  -1.425346  -3.351924  5.932737  0.350
H  -0.708377  -4.730596  4.958902  0.308
H  -1.347822  -3.376092  4.183915  0.038
H  0.651462  -2.420704  3.171665  0.183
C  -4.144023  -2.607651  1.345379  -1.453
C  -4.043789  -1.121753  1.447420  1.679
C  -5.400824  -0.499838  1.525040  -1.681
O  -3.234860  -0.705321  2.576208  -0.558
H  -4.446675  -2.927915  2.362524  0.350
H  -3.194508  -3.081947  1.013052  0.203
H  -4.960358  -2.873560  0.680262  0.438
H  -3.612623  -0.721200  0.513432  -0.329
H  -5.374141  0.552952  1.337654  0.246
H  -5.874494  -0.657777  2.507661  0.362
H  -5.981951  -0.995114  0.760024  0.509
H  -3.395417  0.214508  2.767323  0.077
C  2.505461  2.767492  -4.695499  -1.371
C  1.586136  1.545950  -4.537057  1.949
C  0.101220  1.994442  -4.782605  -1.365
O  2.023546  0.523255  -5.396323  -0.636
H  2.294863  3.591891  -3.925456  0.168
H  2.433477  3.292508  -5.676159  0.350
H  3.510797  2.453673  -4.452136  0.357
H  1.693737  1.183204  -3.506394  -0.640
H  -0.026181  2.936052  -4.223073  0.226
H  -0.631680  1.297913  -4.437042  0.354
H  -0.062084  2.199504  -5.878371  0.353
H  1.800694  -0.340583  -5.020879  0.318
C  0.766109  -1.884762  -2.785333  -0.243
C  1.257693  -2.989729  -3.713980  0.602
C  0.241145  -4.102816  -3.997772  -1.240
O  1.678790  -2.311253  -4.833111  -0.499
H  1.452953  -1.037975  -2.727828  -0.095
H  0.538458  -2.214618  -1.779264  -0.311
H  -0.186869  -1.593011  -3.162116  0.318
H  2.158801  -3.440125  -3.248336  0.147
H  -0.631632  -3.594412  -4.459384  0.382
H  -0.059856  -4.712958  -3.129569  0.284
H  0.591924  -4.759389  -4.815396  0.366
H  1.660075  -2.854863  -5.628282  0.270
C  -2.633233  4.407980  2.912748  -1.737
C  -2.441369  2.891406  2.749412  2.537
C  -2.120425  2.295425  4.086748  -1.203
O  -3.612034  2.277318  2.209795  -0.520
H  -1.744313  4.837304  3.381539  0.362
H  -3.494893  4.561790  3.567351  0.420
H  -2.902345  4.888548  2.000286  0.407
H  -1.628684  2.646771  1.998121  -1.226
H  -2.824432  2.607536  4.873006  0.402
H  -1.155242  2.650567  4.552766  0.352
H  -2.088834  1.213755  4.040379  0.092
H  -3.957450  2.797301  1.468876  0.277
C  1.402622  0.238207  1.616020  -1.537
C  -0.141190  0.104175  1.478680  1.885
C  -0.527017  0.069594  -0.020703  1.257
O  -0.517247  -1.201785  1.955430  0.745
H  1.755296  -0.760509  1.452190  0.263
H  1.704195  0.592522  2.617913  0.358
H  1.803630  0.944688  0.918341  0.045
H  -0.590679  0.927210  2.057875  -0.864
H  -0.387654  1.051956  -0.499176  -0.114
H  -1.616703  -0.057426  0.068805  -0.752
H  -0.005105  -0.778247  -0.470869  -0.621
H  -1.464884  -1.195541  2.220427  -0.280
C  -4.267483  2.065956  -1.579511  -1.469
C  -3.252694  3.112314  -1.109313  1.828
C  -2.852705  4.146182  -2.141703  -1.182
O  -3.754250  3.815613  0.109610  -0.490
H  -3.846509  1.453697  -2.352948  0.378
H  -5.148382  2.566460  -1.916272  0.446
H  -4.581563  1.397575  -0.772773  0.304
H  -2.305876  2.714412  -0.732720  -0.868
H  -3.650415  4.837307  -2.365033  0.344
H  -2.477816  3.637512  -3.035047  0.277
H  -2.052660  4.687762  -1.639588  0.181
H  -4.705918  3.911266  -0.019920  0.270
C  5.893541  1.501519  -0.089812  -1.419
C  4.996249  2.391267  -0.873451  0.497
C  3.850697  1.648850  -1.493999  -0.581
O  4.476125  3.364776  0.100199  -0.528
H  6.177712  0.587403  -0.600110  0.383
H  5.412260  1.187205  0.839033  0.307
H  6.759979  2.080363  0.259084  0.348
H  5.473028  2.970427  -1.698267  0.352
H  4.168570  1.014526  -2.352463  0.509
H  3.133715  2.382801  -1.956285  -0.141
H  3.272769  1.045556  -0.787913  0.066
H  4.941854  4.165791  0.027805  0.278
C  0.332276  3.809209  0.122398  -0.578
C  1.016082  5.017827  -0.563211  0.211
C  1.377009  6.227031  0.384406  -1.397
O  2.180372  4.614106  -1.231286  -0.456
H  0.906256  3.547246  1.005386  0.513
H  0.282637  2.990850  -0.569649  -0.012
H  -0.634268  4.122250  0.608883  0.117
H  0.417220  5.362469  -1.373940  0.419
H  1.700770  7.164200  -0.153247  0.318
H  2.221729  5.945872  0.986996  0.334
H  0.568419  6.559867  1.117650  0.296
H  2.574632  3.942457  -0.674092  0.029

Atomic forces in eV per Å
0.31 -1.81 -1.00
0.76 0.52 -0.80
0.45 -0.62 0.79
1.66 -0.77 1.18
-0.54 -0.25 -0.75
-0.88 1.26 1.03
0.51 0.35 0.45
-0.14 0.28 0.55
-0.97 0.37 -0.25
-0.47 0.02 0.03
-0.20 0.46 -0.01
0.13 -0.38 -0.40
-0.41 0.37 -0.14
-0.32 0.48 0.32
-0.02 0.44 -0.50
-0.27 -0.27 -0.20
0.42 -0.47 -0.30
-0.59 -0.94 -0.19
-0.45 -0.27 -0.93
-0.45 -0.13 0.52
0.21 1.00 -0.56
0.52 0.26 0.44
-0.27 -0.04 0.02
0.07 0.28 0.01
0.00 0.31 0.05
0.37 -0.38 -0.16
0.21 0.36 0.54
-0.08 0.57 -0.28
0.37 -0.92 0.48
0.54 -0.59 1.09
0.44 1.44 -0.39
-0.68 -0.46 0.61
0.17 -1.59 -0.53
0.36 -0.37 -0.49
-0.66 0.17 0.39
0.14 -0.09 -0.24
0.31 -0.12 0.22
0.03 0.69 -0.07
0.13 -0.09 -0.30
-0.56 0.15 -0.18
-0.30 0.85 -0.26
-0.49 1.30 0.91
-0.82 1.03 0.03
1.32 0.76 -0.73
0.02 -0.06 -0.31
-0.09 -1.26 -0.86
0.15 -0.79 0.46
0.47 -0.02 -0.45
-0.18 0.21 0.09
-0.16 -0.25 -0.24
-0.42 -0.68 0.17
0.20 -0.21 1.06
-0.02 -0.04 -0.16
-0.18 -0.73 0.27
0.72 -1.08 2.32
-0.46 0.71 -0.98
0.20 0.79 -2.09
0.00 -0.15 -0.14
0.32 -0.41 0.23
-0.78 0.79 -0.46
-0.30 -0.09 -0.04
0.04 -0.36 0.53
0.16 0.51 -0.37
0.21 0.05 0.53
0.05 -0.05 0.14
-0.06 -0.81 0.61
0.47 0.75 -1.27
0.77 0.17 1.44
-0.32 -0.82 1.24
-0.11 0.16 -0.18
0.12 -0.04 0.25
0.26 0.39 -0.78
-0.45 0.57 0.93
-0.33 -0.25 -0.49
-0.61 -0.35 -1.05
0.07 -0.28 0.14
0.61 0.15 -0.06
-1.37 0.01 1.19
1.30 -0.27 -0.77
-0.91 1.12 1.59
-0.04 0.41 0.82
0.75 -0.45 -0.18
-0.16 -0.39 -0.28
0.18 0.27 -0.60
-0.32 -0.47 -0.34
0.35 -0.56 -0.13
0.21 -0.40 -0.79
-0.30 0.41 -0.16
0.36 0.28 -0.13
0.80 0.19 1.22
-0.23 0.29 1.02
0.31 -0.44 0.60
-0.30 -0.43 -1.48
0.14 -0.21 -0.58
-0.68 0.37 -0.57
0.23 0.07 0.08
-0.32 -0.62 -0.11
-0.34 0.12 -0.27
-0.03 0.27 0.02
0.16 0.34 -0.46
-0.03 0.32 -0.10
1.00 -0.08 0.80
-0.49 1.07 0.07
-1.42 0.42 -1.33
-1.18 -1.96 -0.43
0.31 0.05 -0.30
-0.37 0.06 -0.16
0.11 -0.38 -0.31
0.13 -0.48 0.65
0.03 0.24 0.73
0.62 -0.62 0.45
0.27 -0.03 0.05
0.95 1.54 -0.25
-0.24 2.14 1.16
-0.09 0.85 0.93
-1.15 0.65 0.08
0.30 -0.35 -0.19
0.52 -0.42 0.04
-0.34 -0.37 -0.22
0.51 -0.43 -1.03
-0.99 0.49 -0.41
-0.45 -1.15 0.13
0.45 -0.32 0.36
0.71 -0.65 -1.07
0.82 -0.19 0.18

As for the HOMO energy: -8.993 eV. The net charge is 0. For the relative energy (zero: lowest compared OMol25 entry of this formula, charge and spin), the calculation gives 13.90 kcal per mole. The value obtained for the molar mass is 630.00 g/mol.